Record 1
Here is a molecular structure, C29H54F21HfN5O11PS5 from the Open Molecules 2025 dataset. Energies are from the ωB97M-V functional and the def2-TZVPD basis.

Geometry (Å):
1 Hf -0.18820 3.45899 -2.24656
2 C -1.79298 -0.32121 -4.83941
3 F -1.53127 -1.31677 -5.69529
4 F -2.94845 0.20888 -5.21309
5 F -1.97698 -0.69208 -3.54965
6 S -0.57205 1.14455 -5.02141
7 O 0.75670 0.46171 -4.82120
8 O -0.73059 1.83186 -6.28431
9 O -0.87983 2.00252 -3.90268
10 P -0.39039 0.67249 -0.50253
11 F -1.18571 0.43115 0.94980
12 F 1.08732 0.23305 0.05341
13 F -0.89763 -0.71049 -1.14345
14 F 0.38502 1.13173 -1.81991
15 F -1.66473 1.46186 -0.97801
16 F -0.23584 2.20175 -0.03537
17 C 4.28243 -0.79720 7.67490
18 C 3.68998 0.09258 6.58252
19 C 2.37109 -0.37614 6.02381
20 N 2.08163 0.22188 4.63739
21 C 2.03218 1.74147 4.65053
22 C 3.21823 -0.23019 3.69636
23 C 2.52893 -1.20372 2.75717
24 C 1.17032 -1.63075 3.19711
25 C 0.78536 -0.30967 3.89708
26 H 5.21223 -0.33822 8.00414
27 H 4.53176 -1.76786 7.24322
28 H 3.51901 -0.94394 8.43783
29 H 4.48124 0.31141 5.86464
30 H 3.51618 1.07137 7.03534
31 H 1.54218 -0.00911 6.62873
32 H 2.33896 -1.46275 5.93963
33 H 1.75949 1.99456 3.62635
34 H 3.01486 2.14008 4.89158
35 H 1.24208 2.13529 5.28817
36 H 3.61171 0.51531 3.00916
37 H 3.94224 -0.82825 4.24174
38 H 2.54315 -0.78677 1.74995
39 H 3.11573 -2.12463 2.74146
40 H 0.42508 -2.05760 2.52718
41 H 1.24947 -2.45404 3.91072
42 H 0.33143 0.41963 3.22596
43 H 0.05247 -0.31400 4.70675
44 C -5.10028 -1.07380 -3.16539
45 C -4.99045 -1.71937 -1.79540
46 C -4.79994 -0.68327 -0.72837
47 N -4.68745 -1.32436 0.68555
48 C -5.86578 -2.20056 1.20425
49 C -4.45475 -0.21685 1.72935
50 C -3.64606 -0.89462 2.83589
51 C -3.12437 -2.29281 2.35546
52 C -3.51743 -2.33757 0.86799
53 H -5.84366 -0.29396 -3.31675
54 H -5.30315 -1.91861 -3.82519
55 H -4.12014 -0.72293 -3.48371
56 H -4.30071 -2.56098 -1.72916
57 H -5.94999 -2.20417 -1.59724
58 H -5.61836 0.01771 -0.56300
59 H -3.87745 -0.11105 -0.83459
60 H -6.08192 -3.05896 0.57072
61 H -6.72308 -1.53525 1.09420
62 H -5.76769 -2.53127 2.23545
63 H -5.45180 0.19520 1.86935
64 H -3.74487 0.47771 1.28284
65 H -4.16034 -0.99083 3.79208
66 H -2.76545 -0.32085 3.12708
67 H -3.65051 -3.05009 2.93762
68 H -2.07819 -2.57149 2.47170
69 H -3.72052 -3.33187 0.47626
70 H -2.68629 -1.90853 0.30580
71 C 0.31625 -4.47173 0.07546
72 C 1.64230 -3.69628 -0.17753
73 C 2.37963 -4.14338 -1.43608
74 N 3.29668 -3.08632 -2.18890
75 C 4.51742 -2.84345 -1.29713
76 C 2.42594 -1.91279 -2.69691
77 C 2.89797 -1.55323 -4.10115
78 C 4.06004 -2.54071 -4.41537
79 C 3.78932 -3.70280 -3.49288
80 H 0.33618 -5.49206 -0.30586
81 H -0.58158 -3.96256 -0.28125
82 H 0.00218 -4.56653 1.11688
83 H 2.25931 -3.77613 0.72123
84 H 1.50709 -2.61369 -0.11692
85 H 1.56837 -4.35973 -2.13202
86 H 3.09754 -4.96225 -1.44232
87 H 5.01701 -1.94483 -1.65838
88 H 5.24952 -3.64400 -1.37151
89 H 4.07686 -2.68234 -0.31542
90 H 2.51240 -1.04704 -2.03955
91 H 1.36154 -2.13098 -2.77293
92 H 3.24989 -0.54303 -4.30107
93 H 2.10937 -1.72638 -4.83204
94 H 5.00553 -2.06089 -4.16819
95 H 3.98372 -2.96750 -5.41395
96 H 4.67449 -4.25868 -3.18635
97 H 3.05336 -4.43077 -3.83294
98 C -3.63380 3.65360 0.72931
99 F -4.49499 4.49562 1.27513
100 F -2.98315 2.97121 1.64567
101 F -4.29242 2.84129 -0.09642
102 S -2.45665 4.75854 -0.30498
103 O -2.87869 6.14438 -0.26534
104 O -1.07019 4.52454 0.01163
105 N -2.38060 4.05661 -1.89745
106 S -3.83205 4.58791 -2.52833
107 O -4.95069 4.89645 -1.66529
108 O -3.50925 5.46875 -3.65342
109 C -4.37443 2.99839 -3.47476
110 F -4.65358 2.01410 -2.61074
111 F -5.53809 3.19102 -4.12899
112 F -3.46173 2.56304 -4.30761
113 C 4.15820 4.12667 -3.24172
114 F 3.53164 4.62337 -4.30729
115 F 5.34569 3.57872 -3.52744
116 F 4.41942 5.06036 -2.38298
117 S 2.89591 2.81080 -2.51275
118 O 1.82312 2.56524 -3.47382
119 O 3.55738 1.56495 -2.16311
120 N 1.86628 3.63153 -1.36742
121 S 2.73474 3.56798 0.00541
122 O 2.09636 2.68247 0.96414
123 O 4.14523 3.34781 -0.13445
124 C 2.61504 5.29503 0.74234
125 F 3.19064 5.23020 1.94140
126 F 3.19768 6.16366 -0.06568
127 F 1.33146 5.66054 0.91555

## Properties
E_HOMO	-16.61	eV
net charge	+3
HOMO-LUMO gap	6.54	eV


Record 2
Here is a molecular structure, C29H54F6N7O11S2V from the Open Molecules 2025 dataset. Energies are from the ωB97M-V functional and the def2-TZVPD basis.

Geometry (Å):
1 V 2.95918 0.18321 -1.31408
2 C -0.41771 2.22207 0.42248
3 F 0.40381 2.34995 1.46031
4 F -1.61515 2.58003 0.69121
5 F -0.00362 3.17357 -0.42252
6 S -0.31782 0.39001 -0.33502
7 O -1.42672 -0.35605 0.25050
8 O -0.48125 0.56253 -1.77304
9 N 1.29056 -0.18964 -0.01163
10 S 1.20777 -0.86868 1.43885
11 O 2.56559 -0.85456 1.97506
12 O 0.08706 -0.59383 2.38039
13 C 0.96646 -2.75425 0.87368
14 F -0.21493 -3.01031 0.37923
15 F 1.89598 -2.91463 -0.08632
16 F 1.18602 -3.48648 1.92572
17 C 2.72948 -2.32396 -3.55898
18 O 2.61039 -1.64857 -2.51040
19 N 1.82747 -3.08523 -4.11890
20 C 2.10109 -3.83473 -5.34335
21 C 0.47824 -3.29709 -3.56852
22 H 3.70847 -2.26722 -4.05954
23 H 1.84011 -4.88168 -5.18874
24 H 3.17697 -3.82232 -5.51774
25 H 1.57042 -3.32271 -6.14605
26 H 0.41307 -2.97947 -2.52786
27 H -0.19953 -2.62225 -4.09134
28 H 0.11099 -4.32158 -3.62889
29 C 1.64048 2.18066 -3.66898
30 O 1.82603 1.32419 -2.84016
31 N 1.08398 1.92464 -4.87026
32 C 1.07888 2.98582 -5.84868
33 C 0.65447 0.53949 -5.19319
34 H 2.01088 3.21580 -3.60993
35 H 1.36408 3.99685 -5.55784
36 H 0.05882 3.04644 -6.22803
37 H 1.66214 2.53010 -6.64882
38 H -0.19210 0.56248 -5.87942
39 H 1.41432 -0.09360 -5.65136
40 H 0.21415 0.00557 -4.35108
41 C -4.53297 1.62449 3.84200
42 O -3.90196 2.64661 3.48181
43 N -3.89476 0.58201 4.38834
44 C -4.53630 -0.52010 5.13801
45 C -2.41704 0.58966 4.70938
46 H -5.62827 1.64718 3.95163
47 H -3.96570 -1.43368 4.97102
48 H -5.54787 -0.81885 4.86310
49 H -4.40750 -0.25211 6.18667
50 H -2.11482 -0.45251 4.60623
51 H -1.79483 1.07569 3.95789
52 H -2.25949 1.07118 5.67448
53 C -3.18173 -4.14942 1.30454
54 C -3.72008 -4.79396 0.04870
55 O -4.57877 -4.21319 -0.58355
56 C -3.16856 -6.19267 -0.22278
57 H -2.15987 -3.78970 1.18411
58 H -2.96167 -4.78401 2.16301
59 H -3.72007 -3.33634 1.79155
60 H -3.22415 -6.75048 0.71202
61 H -2.14595 -6.25023 -0.59570
62 H -3.83093 -6.66563 -0.94781
63 C 1.76679 7.81050 -3.48800
64 C 2.45399 6.93461 -2.45579
65 O 3.67156 6.87721 -2.34036
66 C 1.55862 6.17859 -1.48642
67 H 0.81935 8.19972 -3.11521
68 H 1.37091 7.13103 -4.24278
69 H 2.43357 8.63534 -3.73930
70 H 0.98125 5.43954 -2.04189
71 H 0.91244 6.88389 -0.96383
72 H 2.19879 5.71452 -0.73614
73 C 5.73930 -0.79455 3.42999
74 C 7.08325 -0.19375 3.36002
75 O 8.02386 -0.62622 3.97948
76 C 7.30577 0.84902 2.22415
77 H 5.56384 -1.65102 2.77901
78 H 5.03678 -0.05019 3.05516
79 H 5.55364 -1.14683 4.44464
80 H 8.35033 0.72179 1.93986
81 H 7.25745 1.86126 2.62557
82 H 6.55886 0.75331 1.43608
83 C 2.92629 -2.61216 4.80684
84 C 2.14900 -3.81019 5.35578
85 O 2.72692 -4.80129 5.74461
86 C 0.62011 -3.76471 5.34043
87 H 4.01084 -2.71986 4.82307
88 H 2.92329 -1.73081 5.44819
89 H 2.52149 -2.34067 3.83189
90 H 0.25868 -4.29776 6.21982
91 H 0.21339 -4.24648 4.45129
92 H 0.31157 -2.71950 5.36112
93 C -5.09227 0.22592 0.62742
94 C -5.98430 0.44214 -0.45907
95 N -6.74925 0.57118 -1.32572
96 H -5.58017 -0.59488 1.15310
97 H -5.05265 1.09923 1.27846
98 H -4.16231 -0.09341 0.15700
99 C -2.10527 5.97564 0.42544
100 C -1.78347 6.37987 -0.89002
101 N -1.37874 6.77244 -1.91791
102 H -1.59475 5.04388 0.66896
103 H -3.16638 5.75393 0.31150
104 H -2.03983 6.78771 1.14956
105 C -3.87693 -1.37746 -2.12866
106 C -3.39344 -2.19579 -3.27163
107 N -3.07797 -2.82174 -4.14457
108 H -4.84357 -0.94027 -2.37880
109 H -3.14690 -0.59051 -1.93928
110 H -3.84871 -2.00054 -1.23475

## Properties
E_HOMO (spin up / spin down)	-5.77 / -9.30	eV
net charge	0
2S+1	5
HOMO-LUMO gap (spin up / spin down)	5.50 / 9.07	eV


Record 3
Here is a molecular structure, C29H54N3OP2Pt from the Open Molecules 2025 dataset. Energies are from the ωB97M-V functional and the def2-TZVPD basis.

Geometry (Å):
1 C 2.30550 -1.19380 -0.51466
2 C 1.54361 0.78908 -1.55691
3 C 3.31521 -1.33362 -1.46483
4 C 2.33271 0.48277 -2.68893
5 C 3.29685 -0.49971 -2.58622
6 H 4.04288 -2.11303 -1.34295
7 H 2.25136 1.15370 -3.54694
8 H 4.02254 -0.62729 -3.36148
9 N 1.50464 -0.12284 -0.54068
10 P 0.44314 -2.33247 1.26590
11 P 0.03540 2.27103 0.17366
12 C 2.15819 -2.25057 0.57167
13 H 2.46364 -3.25521 0.22582
14 H 2.85390 -2.04502 1.41202
15 C -1.29897 -0.01122 2.34060
16 O -2.16923 -0.11489 3.09120
17 C 0.98772 2.06540 -1.33151
18 H 0.65374 2.57445 -2.19990
19 C -1.66967 3.26924 0.19752
20 C 1.48369 3.52275 0.56870
21 C -0.46501 -3.45379 0.02357
22 C 0.64974 -3.25754 2.93063
23 C -2.83013 2.42271 0.74779
24 H -2.72181 2.25226 1.82509
25 H -3.77184 2.98254 0.60142
26 H -2.90619 1.46088 0.22557
27 C -1.60277 4.54337 1.04814
28 H -1.37876 4.29745 2.09138
29 H -0.88009 5.27733 0.67839
30 H -2.59335 5.02881 1.03527
31 C -1.98753 3.59494 -1.26172
32 H -2.95680 4.12450 -1.31954
33 H -1.23160 4.22343 -1.75585
34 H -2.11998 2.65964 -1.82421
35 C 1.39631 4.05165 2.00248
36 H 0.78487 3.43030 2.66666
37 H 2.41281 4.09694 2.41990
38 H 0.99046 5.07170 2.02185
39 C 2.83249 2.79013 0.38294
40 H 2.87636 1.85464 0.95925
41 H 3.01698 2.53542 -0.66982
42 H 3.66369 3.45617 0.65029
43 C 1.41650 4.66254 -0.49086
44 H 0.97170 4.35904 -1.45102
45 H 0.87773 5.55551 -0.15354
46 H 2.45117 4.94512 -0.75225
47 C -0.74439 -3.63575 3.46558
48 H -0.62103 -4.09544 4.45957
49 H -1.37980 -2.74648 3.58653
50 H -1.27082 -4.36163 2.83296
51 C 1.33018 -2.35137 3.96743
52 H 2.31356 -1.99289 3.63352
53 H 0.69251 -1.50657 4.25659
54 H 1.50144 -2.93897 4.88081
55 C 1.52756 -4.52024 2.78777
56 H 2.45201 -4.33286 2.22465
57 H 1.82182 -4.85074 3.79715
58 H 0.99985 -5.36509 2.32916
59 C -0.04404 -3.07773 -1.40123
60 H 0.98956 -3.38240 -1.62222
61 H -0.69785 -3.59632 -2.11518
62 H -0.14506 -2.00222 -1.57848
63 C -1.98291 -3.24674 0.20014
64 H -2.28154 -2.23369 -0.09442
65 H -2.50893 -3.97749 -0.43596
66 H -2.30630 -3.41406 1.23762
67 C -0.17530 -4.95529 0.20421
68 H 0.89401 -5.19606 0.16102
69 H -0.61837 -5.36862 1.12070
70 H -0.65747 -5.48938 -0.63324
71 Pt 0.03945 0.02903 1.06012
72 N -1.72105 -0.28565 -0.71710
73 C -2.06350 -0.10032 -1.81819
74 C -2.25138 0.17383 -3.26918
75 C -1.44107 1.33136 -3.95595
76 C -1.70321 -1.11611 -3.88280
77 C -3.75568 0.49618 -3.23298
78 H -1.60788 2.35121 -3.55597
79 H -0.34431 1.15704 -3.94937
80 H -1.74185 1.38481 -5.02139
81 H -2.02665 -1.99126 -3.30871
82 H -1.96229 -1.26105 -4.92790
83 H -0.60555 -1.07230 -3.81375
84 H -4.07725 1.18311 -4.01015
85 H -4.29301 -0.44715 -3.28984
86 H -4.05780 0.96922 -2.27411
87 N 1.60140 0.61013 2.64575
88 H 2.48728 0.12554 2.46709
89 H 1.25630 0.28577 3.57741
90 H 1.72759 1.62022 2.66839

## Properties
E_HOMO (spin up / spin down)	-7.99 / -8.84	eV
net charge	+1
2S+1	3
relative energy (zero: lowest compared OMol25 entry of this formula, charge and spin)	47.7	kcal/mol
HOMO-LUMO gap (spin up / spin down)	5.67 / 5.30	eV


Record 4
Here is a molecular structure, C29H54N5O6P3S2 from the Open Molecules 2025 dataset. Energies are from the ωB97M-V functional and the def2-TZVPD basis.

Geometry (Å):
1 C 0.50221 9.66506 -1.75107
2 P 0.92070 8.07851 -2.57665
3 O 2.51746 8.25298 -2.84895
4 C 0.76625 6.86307 -1.17555
5 C -0.45012 6.43259 -0.72508
6 P -1.87566 7.19645 -1.56185
7 N -2.42586 8.50997 -0.89958
8 C -0.60683 5.41523 0.32829
9 P -2.28119 4.89282 0.88266
10 O -2.73413 3.76354 -0.15005
11 O -3.40347 5.98297 0.54245
12 S -2.45338 4.37280 2.72005
13 C 0.52941 4.83318 0.89419
14 C 0.60909 3.78568 1.97322
15 C 0.65117 4.47326 3.36725
16 C 2.06554 4.74410 3.89366
17 C 2.16394 4.63128 5.40670
18 O 3.49441 4.33229 5.84304
19 C 1.79105 5.28481 0.41588
20 N 2.96033 4.81089 0.84918
21 S 4.09050 5.58609 0.05105
22 N 3.21206 6.54113 -0.86610
23 C 1.93392 6.27676 -0.58804
24 H 1.23163 10.39064 -2.10767
25 H 0.52719 9.62910 -0.66645
26 H -0.47398 9.98997 -2.09140
27 H 2.96848 8.75435 -2.15992
28 H -2.80659 6.16334 -1.69634
29 H -1.45443 7.35714 -2.88897
30 H -1.89753 8.74829 -0.06994
31 H -3.59715 4.00099 -0.51523
32 H -3.32864 6.73093 1.15106
33 H 1.54251 3.24770 1.84045
34 H -0.20553 3.07907 1.89620
35 H 0.11306 5.41099 3.28348
36 H 0.06876 3.87300 4.06008
37 H 2.33456 5.76581 3.62581
38 H 2.77984 4.06788 3.42999
39 H 1.53242 3.82792 5.77607
40 H 1.87003 5.56997 5.87622
41 H 4.10105 4.63466 5.16266
42 C -1.10467 -1.69448 -2.18813
43 C 0.43452 -1.79138 -2.17480
44 C 0.94482 -2.34686 -0.84177
45 C 0.94131 -1.34197 0.30888
46 C 1.68863 -0.07278 -0.09651
47 C 1.12777 0.55096 -1.37478
48 N 1.06517 -0.46570 -2.47009
49 O 2.21978 -0.61311 -3.02054
50 C -0.24376 1.17466 -1.07550
51 C 2.02096 1.70713 -1.81353
52 C 0.78181 -2.78698 -3.27436
53 H -1.50572 -0.80291 -1.71962
54 H -1.47134 -1.69867 -3.21528
55 H -1.53575 -2.55521 -1.67545
56 H 1.97102 -2.70312 -0.97961
57 H 0.34720 -3.22308 -0.58208
58 H -0.08316 -1.11280 0.61483
59 H 1.42643 -1.78793 1.17948
60 H 1.64494 0.66966 0.70431
61 H 2.74566 -0.31540 -0.24524
62 H -0.74435 1.47624 -1.99719
63 H -0.13975 2.06891 -0.45880
64 H -0.91185 0.52603 -0.51402
65 H 3.05569 1.39885 -1.94471
66 H 1.99473 2.48411 -1.04722
67 H 1.67049 2.13775 -2.75289
68 H 0.52814 -2.39128 -4.25789
69 H 0.20212 -3.69599 -3.10697
70 H 1.83711 -3.05093 -3.27506
71 C -2.82399 -9.13693 -0.65431
72 C -1.71194 -8.13488 -1.02351
73 C -0.32271 -8.77560 -0.92375
74 C 0.20491 -8.92505 0.50136
75 C 0.14747 -7.58365 1.22864
76 C -1.25280 -6.97238 1.22669
77 N -1.78949 -6.90490 -0.17186
78 O -1.30944 -5.88541 -0.79293
79 C -2.16606 -7.78507 2.16304
80 C -1.20878 -5.56259 1.80447
81 C -1.96591 -7.76217 -2.47901
82 H -3.00374 -9.24107 0.40927
83 H -3.76987 -8.82909 -1.10118
84 H -2.57832 -10.12676 -1.04014
85 H 0.38630 -8.16088 -1.48731
86 H -0.35114 -9.74649 -1.42102
87 H -0.35974 -9.68933 1.04208
88 H 1.23796 -9.27581 0.46825
89 H 0.47844 -7.69573 2.26320
90 H 0.84480 -6.89045 0.74738
91 H -3.20868 -7.48682 2.04634
92 H -1.87761 -7.59589 3.19664
93 H -2.09418 -8.86031 2.02164
94 H -0.49972 -4.92687 1.27867
95 H -0.90178 -5.61535 2.84859
96 H -2.19114 -5.09073 1.75877
97 H -2.89849 -7.20839 -2.58645
98 H -2.04296 -8.68126 -3.06142
99 H -1.16244 -7.16108 -2.89837

## Properties
E_HOMO (spin up / spin down)	-8.14 / -8.67	eV
net charge	0
2S+1	3
HOMO-LUMO gap (spin up / spin down)	6.84 / 7.36	eV


Number 1: largest force on an atom 8.3 eV Å⁻¹. Number 2: largest force on an atom 4.9 eV Å⁻¹. Number 3: largest force on an atom 5.2 eV Å⁻¹. Number 4: largest force on an atom 1.5 eV Å⁻¹.